1.
C8H4CoNO5S | wB97M-V/def2-TZVPD

- Multiplicity: 5
- Orbital gap (alpha / beta): 5.8 / 6.2 eV
- Total charge: +2
- Lowest unoccupied orbital energy (alpha / beta): -9.14 / -11.13 eV
- Energy relative to the best compared isomer or geometry (same formula, charge and spin): 2.429 eV
- Highest occupied orbital energy (alpha / beta): -14.9 / -17.3 eV

Each line ends with the Löwdin spin population.
Element x y z (Å)
C  -1.963  1.517  -2.030  0.01
O  -0.591  -2.703  -0.826  0.02
C  -0.028  -1.689  -0.676  0.10
H  -3.166  -1.177  -0.538  0.00
C  0.027  0.478  -2.668  0.08
H  1.988  -0.586  1.342  0.17
H  -1.175  2.310  -2.121  0.00
C  3.086  -0.804  1.984  0.30
C  -0.371  -0.088  0.864  0.23
C  0.474  1.844  0.012  0.09
C  -3.918  0.146  -2.153  0.03
N  -1.950  0.513  -1.195  0.19
O  3.710  -1.116  2.914  0.07
Co  0.364  0.143  -0.741  2.49
O  0.198  2.925  0.365  0.04
C  -3.040  -0.281  -1.242  0.01
H  -4.895  -0.328  -2.394  0.00
S  -3.333  1.577  -3.005  0.01
O  -1.024  -0.217  1.843  0.13
O  0.605  0.609  -3.669  0.01

2.
C26H78O13S13 | wB97M-V/def2-TZVPD

- Orbital gap: 7.9 eV
- Lowest unoccupied orbital energy: -0.19 eV
- Energy relative to the best compared isomer or geometry (same formula, charge and spin): 17.142 eV
- Highest occupied orbital energy: -8.1 eV

Each line ends with the Löwdin charge.
Element x y z (Å)
H  17.431  5.125  16.070  0.00
H  17.472  9.891  13.511  -0.02
H  12.089  8.398  14.076  0.05
C  20.477  16.197  13.583  -0.21
H  22.149  7.444  14.158  0.09
O  12.270  5.518  14.691  -0.56
H  15.954  8.938  6.607  0.07
H  18.589  3.378  11.611  -0.07
H  15.534  12.870  8.505  0.08
H  22.302  7.981  15.790  0.06
H  18.453  14.317  12.978  0.09
H  14.242  11.567  13.247  0.04
S  20.442  9.144  14.975  0.85
H  20.297  11.198  8.392  0.10
H  13.368  12.803  14.337  0.10
S  15.614  13.364  6.202  0.86
C  12.850  7.744  13.633  -0.31
O  16.700  14.314  6.764  -0.56
H  14.167  6.727  8.756  0.09
H  10.202  13.298  9.712  0.06
H  13.794  8.135  13.152  0.04
H  14.021  15.212  6.007  -0.08
C  21.013  8.994  10.239  -0.22
O  15.986  4.732  7.425  -0.56
C  16.826  10.167  12.709  -0.26
H  19.678  7.666  5.854  0.01
H  18.236  11.153  16.234  0.10
O  19.439  8.699  8.032  -0.60
H  18.805  8.189  4.376  0.07
H  15.748  7.219  8.135  0.03
S  20.957  8.824  8.412  0.90
H  18.891  12.161  18.483  0.08
C  19.038  6.020  12.628  -0.21
S  18.789  13.410  16.498  0.80
C  15.171  15.024  14.295  -0.23
H  15.285  7.082  9.956  -0.01
C  12.238  11.557  9.261  -0.27
H  17.716  5.802  10.149  -0.02
H  19.540  6.431  13.307  -0.06
H  15.575  15.937  13.978  0.04
O  12.436  13.524  11.051  -0.61
H  14.376  15.086  7.486  0.11
C  21.188  10.560  8.085  -0.27
H  17.573  8.805  15.211  -0.02
H  19.525  6.584  4.666  0.02
C  21.579  7.759  15.046  -0.22
S  13.399  6.507  14.762  0.77
H  17.440  7.615  14.561  -0.02
C  21.574  10.437  14.689  -0.22
H  19.187  13.057  11.728  0.09
H  15.925  8.046  15.458  0.10
C  17.868  3.537  12.099  -0.20
S  16.137  5.062  8.900  0.85
C  14.382  12.491  13.807  -0.24
H  10.618  14.764  8.843  0.10
C  15.286  6.634  8.990  -0.27
C  18.399  13.078  18.162  -0.27
O  16.495  6.470  4.928  -0.52
H  15.772  10.160  12.998  0.05
H  11.327  11.517  9.960  0.08
C  19.368  14.104  12.215  -0.30
H  17.271  2.646  12.541  0.14
C  16.543  9.770  10.107  -0.27
O  20.123  3.759  13.405  -0.55
H  17.134  3.937  11.762  -0.07
C  10.906  13.685  9.011  -0.28
C  14.679  5.814  13.753  -0.28
C  17.083  7.896  15.451  -0.28
H  14.077  5.636  12.800  0.08
H  15.483  10.282  10.565  0.13
H  16.084  11.530  7.557  -0.04
O  19.601  9.084  13.753  -0.57
H  17.414  12.985  18.386  0.02
C  17.804  5.505  9.177  -0.27
H  18.249  4.652  9.512  0.00
S  17.795  7.221  16.982  0.93
H  20.774  8.102  10.574  -0.03
H  15.366  6.765  13.428  0.07
S  20.697  14.436  13.316  0.79
O  20.265  13.088  16.235  -0.55
H  16.808  12.090  16.069  0.02
H  10.790  13.376  8.102  -0.03
H  17.770  12.318  14.661  0.06
H  15.035  4.967  14.307  0.04
H  19.547  5.801  11.707  0.07
H  12.995  11.036  9.940  0.07
C  19.013  7.346  5.077  -0.22
H  17.038  11.266  12.573  0.06
H  22.018  10.321  13.673  0.10
H  20.189  9.670  10.622  0.07
C  17.001  5.700  16.796  -0.30
H  18.583  6.013  8.560  0.09
H  18.181  6.483  12.307  -0.01
H  14.459  11.546  7.667  0.07
H  21.201  11.334  14.895  -0.03
H  22.199  10.234  15.459  0.02
H  18.858  13.949  18.622  0.06
S  12.559  13.305  9.506  0.83
H  17.702  9.531  6.179  0.05
C  14.225  14.434  6.486  -0.30
H  22.094  10.969  8.404  0.03
H  22.023  9.336  10.274  0.04
H  13.029  13.905  6.592  0.14
H  15.991  5.726  16.621  0.01
C  16.918  8.781  6.020  -0.32
S  17.424  7.137  5.900  0.78
H  20.387  16.675  12.626  0.06
C  17.806  12.152  15.773  -0.29
S  17.413  9.001  11.470  0.87
H  16.501  9.053  5.020  0.07
H  17.081  10.771  9.865  0.07
H  15.184  12.455  14.509  0.00
H  19.650  16.274  14.145  0.00
O  15.931  13.586  12.153  -0.57
H  12.333  7.495  12.639  0.09
H  16.568  9.363  9.138  0.00
H  15.966  14.407  14.753  0.05
O  16.386  7.950  11.746  -0.60
H  19.544  14.675  11.356  0.02
C  15.367  12.233  7.580  -0.29
H  12.136  11.330  8.238  0.04
H  14.402  15.222  14.908  0.01
H  21.456  16.222  14.018  0.05
H  17.122  5.206  17.767  0.07
S  14.703  14.017  12.881  0.82
S  18.681  4.431  13.376  0.92
H  21.209  6.884  15.072  -0.05
O  19.345  6.775  16.792  -0.56
O  22.084  14.172  12.644  -0.57
H  21.222  10.409  7.014  0.03

3.
C26H29Br2N6O2SSiTi | wB97M-V/def2-TZVPD

- Orbital gap (alpha / beta): 6.8 / 7.0 eV
- Total charge: +1
- Lowest unoccupied orbital energy (alpha / beta): -3.24 / -3.38 eV
- Highest occupied orbital energy (alpha / beta): -10.0 / -10.4 eV

Each line ends with the Löwdin charge.
Element x y z (Å)
C  -1.779  5.551  3.946  -0.01
C  1.015  3.995  -1.416  -0.07
C  0.342  4.852  2.284  -0.06
C  -0.789  6.500  3.649  -0.31
H  4.130  -2.594  1.266  0.04
C  0.268  6.126  2.801  -0.01
H  -2.598  5.831  4.588  0.12
H  0.951  -4.301  1.838  0.04
C  1.896  -0.536  0.407  -0.35
H  2.171  3.317  -3.112  0.11
S  -0.652  2.263  2.028  0.66
C  -3.911  -2.201  -2.812  -0.08
H  3.006  0.789  1.715  0.12
N  -1.167  2.001  0.506  -0.18
C  1.870  -1.019  -0.976  -0.35
C  -0.647  3.931  2.596  -0.29
N  0.133  3.699  -0.478  0.17
C  1.072  1.748  -2.142  -0.06
N  -0.860  7.737  4.181  0.14
C  1.493  3.054  -2.321  0.00
H  -0.249  -3.339  0.998  -0.01
H  3.579  -3.310  2.772  0.04
H  0.454  -0.282  3.206  -0.02
N  -0.358  -1.241  -0.774  -0.18
H  -4.300  -3.542  -1.188  0.11
H  3.022  -1.321  -2.776  0.12
H  1.168  4.564  1.654  0.11
C  -0.275  2.438  -0.405  -0.50
C  0.820  -3.495  1.121  -0.15
N  0.755  -1.509  -1.495  0.10
C  3.003  -0.826  -1.817  -0.03
Ti  -0.108  0.139  0.416  0.84
C  -2.997  -1.315  -3.363  -0.08
H  -3.200  -0.853  -4.317  0.11
H  -0.145  8.415  3.993  0.11
H  0.133  -1.939  3.714  0.03
N  0.226  1.435  -1.161  0.07
C  -1.710  4.285  3.419  -0.05
H  1.029  6.849  2.556  0.11
H  1.646  -1.168  4.135  0.04
H  4.800  0.271  -2.110  0.12
C  -3.692  0.177  1.500  -0.88
C  3.550  -2.412  2.164  -0.15
H  -1.095  -0.341  -3.115  0.11
C  -1.543  -1.616  -1.458  -0.33
Br  -3.752  0.604  -0.364  0.77
C  -3.618  -2.823  -1.612  -0.08
H  -3.530  1.083  2.082  0.00
H  4.663  1.457  0.038  0.11
C  0.905  -1.266  3.347  -0.17
C  2.949  0.385  0.710  -0.12
Br  -2.176  -0.981  1.862  0.89
H  -2.456  3.546  3.662  0.11
O  0.675  1.637  1.952  -0.35
Si  1.740  -1.942  1.758  0.62
C  3.973  0.057  -1.449  -0.06
C  -2.439  -2.550  -0.941  -0.10
C  3.909  0.723  -0.202  -0.06
H  1.217  -3.843  0.171  0.04
H  -4.602  -0.356  1.771  0.03
H  4.054  -1.625  2.717  0.03
O  -1.560  1.531  2.876  -0.40
H  1.345  5.024  -1.434  0.13
H  -1.598  7.977  4.819  0.11
C  -1.821  -1.026  -2.695  -0.06
H  1.414  0.933  -2.773  0.12
H  -2.216  -3.086  -0.028  0.07
H  -4.841  -2.413  -3.315  0.11

4.
C38H26MgN6O7 | wB97M-V/def2-TZVPD

- Orbital gap: 5.9 eV
- Total charge: -2
- Lowest unoccupied orbital energy: 3.94 eV
- Energy relative to the best compared isomer or geometry (same formula, charge and spin): 0.052 eV
- Highest occupied orbital energy: -2.0 eV

Each line ends with the Löwdin charge.
Element x y z (Å)
C  3.787  -4.019  -4.758  -0.25
H  -4.423  0.830  -2.992  0.10
C  1.531  -3.731  -0.392  -0.05
C  -3.102  2.376  4.738  -0.13
C  -1.959  1.747  5.241  -0.03
H  -3.687  3.037  5.365  0.08
H  -5.221  0.321  -5.298  0.09
C  0.531  4.395  4.283  -0.19
H  0.809  -1.144  3.906  0.07
C  1.429  -2.324  -0.632  -0.25
C  1.178  2.532  2.895  -0.11
C  -3.934  0.082  -3.601  -0.04
H  -4.171  1.450  0.980  0.11
O  1.527  4.781  6.312  0.01
H  0.813  -4.907  1.329  0.07
C  2.088  1.718  -3.029  -0.09
C  -3.454  2.142  3.425  -0.09
C  1.775  -0.281  -2.056  -0.25
C  0.206  2.904  1.891  -0.35
C  -2.312  -0.299  -1.680  -0.49
C  3.789  -3.063  -2.555  -0.01
H  2.020  2.961  4.809  0.12
C  2.552  -2.472  -2.799  -0.17
C  -2.632  -1.850  -5.109  -0.10
N  0.688  5.141  5.488  -0.38
H  5.374  -4.282  -3.338  0.11
H  -1.347  -2.060  -3.378  0.10
H  -0.045  -2.457  2.193  0.09
C  -3.723  -1.178  -5.644  -0.13
C  -1.206  0.912  4.449  -0.23
H  -4.336  2.619  3.008  0.10
C  0.201  -0.987  4.796  -0.09
Mg  -0.214  0.202  0.408  0.65
H  -1.315  4.359  1.437  0.11
N  4.941  -5.453  -6.577  0.12
C  -2.689  1.326  2.585  -0.14
C  4.409  -3.829  -3.526  -0.03
O  -1.261  -0.895  -1.319  -0.07
H  -4.066  -1.404  -6.647  0.08
C  0.494  -2.689  1.285  -0.14
H  -2.122  -2.608  -5.693  0.09
C  1.879  -1.641  -1.761  -0.05
O  -0.053  0.395  5.008  -0.11
H  0.980  -2.196  -4.220  0.12
N  1.115  0.649  -1.273  0.05
N  0.784  -1.727  0.435  0.05
C  -0.570  4.087  2.174  0.01
C  1.308  3.272  4.055  0.03
C  2.546  -3.434  -5.012  -0.02
C  -4.371  -0.210  -4.884  -0.11
O  0.016  2.261  0.831  -0.06
H  2.383  2.530  -3.676  0.07
H  -0.732  -1.546  4.688  0.10
C  -2.194  -1.554  -3.825  -0.03
H  2.990  -0.075  -3.933  0.09
H  4.259  -2.909  -1.592  0.13
O  -0.754  -0.080  2.360  -0.12
C  -3.138  1.166  1.207  -0.10
C  2.053  1.369  2.766  -0.22
O  2.140  0.593  1.841  0.04
H  1.973  -4.462  -1.052  0.09
H  2.067  -3.587  -5.970  0.11
H  -1.628  1.914  6.260  0.11
C  -0.424  4.795  3.324  -0.01
C  -1.516  0.673  3.074  -0.30
H  0.731  -1.344  5.683  0.08
C  2.390  0.386  -3.162  -0.05
N  -3.031  0.546  -0.962  0.05
H  -1.038  5.660  3.530  0.11
C  4.427  -4.816  -5.768  -0.20
C  1.300  1.820  -1.848  -0.14
C  -2.839  -0.587  -3.061  -0.13
H  2.714  1.236  3.654  0.12
C  0.935  -3.961  0.823  -0.09
C  1.939  -2.664  -4.037  0.00
N  -2.414  0.701  0.268  -0.03
H  0.865  2.706  -1.410  0.10
O  -0.018  6.133  5.665  0.01

5.
C4H8N3 | wB97M-V/def2-TZVPD

- Orbital gap: 9.5 eV
- Total charge: +1
- Lowest unoccupied orbital energy: -3.64 eV
- Energy relative to the best compared isomer or geometry (same formula, charge and spin): 5.617 eV
- Highest occupied orbital energy: -13.2 eV

Each line ends with the Löwdin charge.
Element x y z (Å)
N  -1.382  0.001  0.890  -0.17
C  -2.496  -0.543  0.879  0.02
N  -1.185  1.040  1.694  0.03
C  2.649  -0.324  -1.991  0.16
H  -1.942  1.225  2.356  0.12
C  1.400  -0.259  -2.478  0.15
H  3.681  -0.331  -2.334  0.14
H  0.145  -0.028  0.521  0.13
C  1.555  -0.141  -1.081  -0.26
N  1.263  0.014  0.149  0.17
H  -3.234  -0.065  1.555  0.10
H  2.139  0.067  0.673  0.14
H  0.575  -0.427  -3.168  0.14
H  -0.261  1.079  2.006  0.07
H  -2.907  -1.308  0.328  0.06

6.
C41H56N8O2S3Sr | wB97M-V/def2-TZVPD

- Orbital gap: 6.7 eV
- Total charge: +2
- Lowest unoccupied orbital energy: -4.61 eV
- Energy relative to the best compared isomer or geometry (same formula, charge and spin): 0.000 eV
- Highest occupied orbital energy: -11.3 eV

Each line ends with the Löwdin charge.
Element x y z (Å)
H  3.405  1.776  1.301  0.09
H  -5.053  0.398  -1.633  0.11
C  2.900  2.254  2.151  -0.14
O  -5.237  3.914  0.535  -0.07
H  5.388  0.141  -2.983  0.08
N  -1.292  1.196  -0.395  -0.07
H  -2.923  -1.302  5.121  0.11
C  -3.462  -0.995  4.231  -0.04
H  -6.365  -2.492  -2.473  0.14
C  -0.882  -3.623  0.396  -0.33
C  -4.263  -0.230  -2.012  0.06
H  2.060  -4.328  -0.419  0.06
C  -0.844  2.202  0.360  -0.14
N  0.378  0.943  -3.560  0.03
H  5.633  -2.732  1.211  0.08
C  -3.882  4.436  0.509  -0.18
N  -0.331  -3.078  -0.769  -0.18
C  -1.637  3.294  0.667  0.01
C  3.988  2.614  3.187  -0.06
H  -3.774  5.250  -0.223  0.14
H  5.477  -0.361  1.181  0.06
H  -6.062  -2.079  -4.182  0.13
H  4.321  -3.520  -2.324  0.08
N  -0.841  -1.582  1.673  -0.12
H  4.215  2.452  5.322  0.20
H  4.940  2.144  2.943  0.13
C  0.459  1.914  -4.508  -0.27
C  -4.868  -0.170  1.944  -0.06
H  0.456  1.435  4.369  0.12
C  -5.543  -0.333  3.155  -0.07
C  -2.528  1.209  -0.939  -0.22
C  -2.213  -1.742  -3.076  -0.12
H  1.856  3.769  -0.953  0.07
N  3.554  2.147  4.596  -0.05
C  -1.262  -0.954  2.944  -0.20
C  -3.499  -0.413  1.883  -0.04
C  -0.229  -4.109  -1.666  -0.24
H  -5.394  0.130  1.043  0.10
H  -0.919  -1.560  3.810  0.12
H  3.075  -0.102  -3.673  0.06
H  1.571  3.848  -4.407  0.11
C  -3.436  2.225  -0.636  0.07
C  3.605  -1.015  -3.370  -0.51
H  0.111  1.007  -6.464  0.08
C  -1.162  -2.841  1.586  -0.11
H  -4.448  2.233  -1.028  0.13
H  3.929  -1.517  -4.291  0.09
C  -2.960  3.285  0.169  -0.14
H  -1.734  -3.372  2.375  0.15
H  -0.242  0.144  -3.580  0.11
N  -1.903  -0.728  -2.251  0.01
C  4.815  -0.663  -2.506  -0.50
N  1.803  1.334  2.692  -0.09
C  5.517  -0.838  0.193  -0.53
H  -5.378  -0.961  5.211  0.11
C  2.484  3.189  -1.650  -0.04
H  -0.117  2.773  -6.386  0.09
C  2.152  2.712  4.843  -0.06
N  1.103  1.254  -2.412  0.02
H  5.552  -2.880  -0.549  0.08
H  -1.354  1.673  -5.692  0.09
C  1.269  2.919  -3.952  0.02
O  -6.757  -0.479  -2.985  -0.07
H  3.780  -4.759  -0.361  0.08
H  0.145  -3.964  -2.673  0.08
H  -6.607  -0.139  3.213  0.11
H  2.439  3.180  1.768  0.12
H  -0.629  -6.269  -1.596  0.09
H  0.522  2.922  3.420  0.12
H  1.835  2.468  5.867  0.14
H  3.164  3.880  -2.161  0.09
H  -7.684  -0.641  -3.239  0.11
C  -1.074  -5.024  0.202  -0.04
C  -0.638  -5.317  -1.102  -0.09
H  3.135  -0.363  2.608  0.09
C  -3.514  -2.120  -3.357  0.03
C  -0.268  1.828  -5.840  -0.01
H  -1.513  -5.700  0.917  0.10
C  -6.012  -1.690  -3.145  -0.19
C  -2.915  0.035  -1.748  -0.20
H  3.061  0.241  5.492  0.14
S  4.417  0.074  -0.908  0.81
C  3.246  -3.580  -2.089  -0.49
H  5.466  -1.539  -2.409  0.08
H  2.190  3.799  4.736  0.13
C  -4.839  -0.783  4.287  -0.07
H  0.179  2.129  0.705  0.09
S  2.351  -2.084  -2.608  0.79
H  -2.984  -0.345  0.935  0.08
H  3.065  2.446  -1.075  0.01
H  4.156  3.698  3.229  0.14
H  -3.600  4.812  1.512  0.13
C  1.142  2.106  3.832  -0.14
H  -1.248  4.098  1.281  0.11
C  5.159  -2.328  0.305  -0.53
H  2.853  -4.393  -2.726  0.08
Sr  0.123  -0.776  -0.518  1.29
H  -3.692  -2.965  -4.011  0.13
H  4.463  0.188  4.397  0.14
H  6.532  -0.720  -0.202  0.09
H  1.802  -0.542  3.747  0.12
H  -0.774  0.028  2.993  0.08
C  -2.773  -0.792  3.025  -0.21
C  -4.570  -1.338  -2.824  -0.13
C  2.545  0.171  3.367  -0.12
C  1.616  2.470  -2.655  -0.35
H  -5.842  4.639  0.768  0.10
H  -1.377  -2.264  -3.530  0.11
C  3.080  -3.958  -0.601  -0.51
C  3.456  0.608  4.530  -0.06
S  3.413  -2.643  0.587  0.81

Number 1: calculated total energy -2518.22750 Ha. Number 2: calculated total energy -7190.92916 Ha. Number 3: calculated total energy -8172.15530 Ha. Number 4: calculated total energy -2519.13515 Ha. Number 5: calculated total energy -321.08490 Ha. Number 6: calculated total energy -3409.32038 Ha.